A cluster of 8 separate species, C21H56N2O8 in total in a non-equilibrium geometry. Source: the OMol25 dataset; level of theory: ωB97M-V/def2-TZVPD.

The geometry in XYZ format:
```
87
Properties=species:S:1:pos:R:3:forces:R:3:mulliken_charge:R:1
C -12.611590 6.737200 35.906110 0.316 -0.509 -1.425 -1.61
C -13.157310 8.140620 36.173470 -0.184 -1.187 1.013 1.54
C -13.826230 7.907650 37.606550 0.582 1.127 -0.894 -1.16
C -14.035200 9.199670 38.314450 -1.005 2.143 -0.077 -0.74
C -12.756090 10.057530 38.361220 -0.290 -1.770 1.682 -1.48
C -12.104400 10.310440 37.037720 1.162 0.670 0.256 1.67
N -12.003680 9.032060 36.280770 -0.008 0.232 1.624 -0.06
O -11.356130 9.119890 35.040510 0.141 0.498 0.346 -0.17
C -12.833140 11.472810 36.328610 -0.180 -0.975 -0.105 -1.50
C -10.665290 10.841620 37.418620 -0.730 -0.770 -1.024 -1.89
C -14.198460 8.554720 35.069150 0.006 -0.250 0.875 -1.58
H -12.193540 6.192770 36.752830 -0.446 0.318 0.343 0.36
H -11.786120 6.694320 35.195580 -0.165 0.373 -0.385 0.12
H -13.433880 6.186850 35.448890 0.127 -0.507 0.212 0.46
H -14.751470 7.341380 37.499930 0.025 -0.018 -0.156 0.39
H -13.164960 7.364540 38.281720 0.259 -0.433 -0.513 0.38
H -14.533590 9.044190 39.271280 0.541 -0.025 0.414 0.45
H -14.765860 9.844210 37.825780 -0.399 -0.131 -0.531 0.32
H -12.057150 9.508670 38.992360 0.337 -0.327 -0.076 0.42
H -12.841120 10.983940 38.929240 -0.522 0.216 -0.315 0.52
H -12.231160 11.683230 35.444610 -0.429 0.536 -0.206 0.33
H -13.855860 11.173940 36.098770 0.054 -0.134 -0.549 0.30
H -12.994470 12.338510 36.970980 0.671 0.095 -0.011 0.43
H -10.798190 11.764660 37.982910 0.239 0.128 -0.262 0.39
H -10.073320 10.145670 38.013020 -0.358 -0.206 0.099 0.43
H -10.116300 10.952910 36.483570 0.136 0.553 0.075 0.37
H -13.776120 9.032290 34.185040 0.242 -0.057 0.056 0.20
H -14.953960 9.230220 35.470420 0.012 0.100 0.081 0.35
H -14.724400 7.668640 34.713700 0.010 0.026 0.016 0.46
H -11.949480 9.645610 34.499070 -0.060 0.257 -0.637 0.30
C -11.015140 8.630960 27.595060 0.214 -0.695 0.399 -1.77
C -9.677920 8.537270 26.741020 -2.197 -1.700 0.937 1.76
C -10.110830 8.016600 25.336930 0.643 -0.313 -0.219 -1.30
C -10.739880 9.020870 24.403890 0.220 0.175 -0.454 -0.62
C -9.824460 10.232160 24.231180 -0.550 -1.682 -0.093 -1.17
C -9.530230 10.861540 25.608840 -0.406 0.656 -0.459 1.39
N -9.001000 9.810790 26.555880 0.793 0.508 -2.724 0.13
O -8.526420 10.437020 27.710410 -0.239 -0.172 0.750 -0.49
C -8.535750 12.068690 25.240580 0.043 -0.849 1.702 -1.78
C -10.862370 11.428210 26.185970 -0.385 1.336 -0.758 -1.62
C -8.774670 7.476040 27.490430 -0.523 1.481 -0.256 -1.76
H -10.897310 9.248820 28.485270 -0.287 0.944 -0.458 0.25
H -11.343270 7.733450 28.119370 0.850 -0.913 -0.251 0.58
H -11.920370 8.745690 26.998830 0.177 1.161 -0.019 0.29
H -9.249410 7.566640 24.843380 0.453 0.302 -0.061 0.46
H -10.830330 7.202160 25.252600 -0.022 -0.340 1.411 0.27
H -11.765110 9.227210 24.711190 0.022 0.295 -0.002 0.28
H -10.795240 8.485420 23.456090 -0.293 0.178 -0.250 0.44
H -10.168210 10.865910 23.413690 -0.413 0.784 0.672 0.40
H -8.982520 9.761000 23.723980 0.883 0.284 0.631 0.39
H -8.077560 12.592910 26.079240 -0.737 0.099 0.660 0.38
H -7.595190 11.766500 24.780010 -0.479 -0.515 -0.873 0.41
H -9.107610 12.808920 24.681000 0.225 -0.248 -0.251 0.38
H -11.224320 12.265830 25.589750 0.622 0.581 -0.331 0.43
H -11.789280 10.864330 26.081130 0.595 -0.964 0.506 0.29
H -10.784260 11.855890 27.185510 0.208 -0.425 0.145 0.35
H -7.847520 7.284750 26.950150 -0.062 -0.152 -0.006 0.43
H -9.341210 6.574840 27.724890 0.052 -0.045 -0.507 0.40
H -8.539760 7.890170 28.470950 0.300 0.011 0.022 0.34
H -7.582700 10.290510 27.612880 0.242 0.127 0.319 0.36
O -11.754010 10.741620 32.593910 -0.043 0.026 0.174 -0.58
H -12.334840 11.498960 32.521080 -0.328 0.139 -0.098 0.23
H -10.882950 11.118340 32.718660 0.346 0.138 0.123 0.27
O -9.308860 6.561560 33.183060 0.385 -0.727 0.174 -0.69
H -9.340750 7.107190 33.968870 -0.012 0.179 0.232 0.31
H -9.835480 7.036100 32.539860 -0.620 0.450 -0.124 0.34
O -7.211420 7.340200 31.412940 0.625 -0.131 -0.259 -0.68
H -7.700580 8.119280 31.148410 -0.062 0.147 -0.227 0.36
H -7.854390 6.796010 31.867570 -0.143 -0.244 0.499 0.42
O -8.630630 9.531950 30.475520 -0.318 0.038 0.511 -0.56
H -8.888000 9.877780 29.620890 0.000 0.157 -0.963 0.34
H -8.351520 10.301490 30.971640 0.162 0.190 0.229 0.20
O -10.987760 8.254560 31.687660 -0.007 -0.808 -0.112 -0.25
H -11.263370 9.008200 32.209480 -0.358 0.224 0.136 0.05
H -10.304820 8.598280 31.111730 0.460 0.331 -0.374 0.32
C -12.287170 4.474600 32.435230 -0.481 -0.032 -0.327 -0.94
C -13.065790 5.258710 31.381550 0.377 -1.351 0.484 0.21
C -13.927490 6.360880 31.928290 0.540 0.633 -0.363 -0.56
O -12.103980 5.713060 30.476330 0.025 0.327 -1.516 -0.54
H -11.520380 5.134760 32.840620 -0.113 -0.166 0.592 0.13
H -11.782490 3.659370 31.916780 0.093 0.012 0.042 0.32
H -12.975800 4.023750 33.149810 0.258 0.192 0.464 0.39
H -13.662470 4.505700 30.866720 -0.200 0.191 -0.405 0.28
H -14.484490 6.874460 31.144650 -0.416 -0.410 -0.098 0.32
H -13.218140 7.138340 32.211970 -0.117 0.068 0.833 -0.24
H -14.564270 6.004400 32.737950 0.011 0.283 0.005 0.38
H -11.513980 6.337560 30.904710 -0.103 0.264 0.261 0.28
```
Forces are in eV/Å.

energy relative to the best compared isomer or geometry (same formula, charge and spin): 46.3 kcal per mole
E_HOMO: -0.3162 Ha
charge: 0
electronic energy: -42041.950 eV
LUMO energy: -0.304 eV
spin multiplicity: 1
max |F|: 0.0570 hartree/bohr
structure (SMILES): CC1(C)CCCC(C)(C)N1O.CC1(C)CCCC(C)(C)N1O.CC(C)O.O.O.O.O.O

***

A cluster of 6 separate species, C21H56N4O11S in total in a non-equilibrium geometry. Source: the OMol25 dataset; level of theory: ωB97M-V/def2-TZVPD.

The geometry in XYZ format:
```
93
Properties=species:S:1:pos:R:3:forces:R:3:mulliken_charge:R:1
N 17.733130 -18.744340 14.786880 -0.109 0.341 0.582 -0.19
H 16.901710 -18.197400 14.959200 -0.454 0.422 -0.250 0.16
H 17.845090 -19.024110 13.822880 -0.141 -0.335 -0.295 0.23
H 17.668400 -19.500930 15.452820 0.059 -1.333 0.406 0.35
H 18.532310 -18.197210 15.073350 1.262 0.791 0.492 0.31
S 21.210310 -17.403260 17.226810 2.717 0.578 3.178 1.04
O 22.438010 -16.661930 17.518980 1.116 2.788 1.579 -0.81
O 20.699080 -16.825090 16.029740 -3.232 1.209 -4.958 -0.70
O 21.770430 -18.708430 17.052060 -0.747 -4.611 -1.037 -0.72
O 20.177990 -17.339120 18.275990 -0.584 -0.053 0.531 -0.76
C 14.802830 -22.000210 15.721760 -1.290 0.555 -0.505 -1.17
C 15.539400 -22.574820 16.894760 3.230 0.993 -0.490 0.46
C 15.873520 -24.067800 16.662900 -0.351 0.117 0.212 -1.29
O 16.693430 -21.780520 17.085150 -1.194 -1.031 -0.237 -0.88
H 13.775030 -22.358360 15.662840 -0.503 -0.225 -0.128 0.43
H 15.236970 -22.140410 14.731830 0.507 -0.330 0.057 0.25
H 14.745530 -20.922380 15.873780 -0.028 0.118 0.088 0.17
H 14.874410 -22.533120 17.757400 -0.496 -0.001 0.557 0.12
H 16.460790 -24.460610 17.492910 0.135 0.109 -0.006 0.32
H 16.402960 -24.247440 15.727200 0.250 0.255 -0.053 0.29
H 14.955710 -24.653450 16.610560 -0.356 -0.253 0.006 0.35
C 28.351970 -21.500220 11.087720 -0.519 -1.150 -0.366 -0.72
O 27.456270 -22.645730 11.051700 0.447 0.581 0.817 -0.30
C 27.493490 -23.454060 9.877210 -0.750 0.938 0.185 -0.60
C 26.523090 -24.641940 10.088080 0.075 1.373 0.759 -0.60
N 25.167160 -24.184070 10.486860 -0.095 -1.837 -1.201 -0.37
C 24.355390 -25.275730 11.086660 -1.618 2.493 1.366 -0.61
C 22.897630 -24.686480 11.360820 -0.530 -0.266 -0.625 -0.66
O 22.877250 -23.617660 12.266200 1.137 0.917 0.892 -0.30
C 21.655970 -23.238170 12.927160 0.192 -1.039 -0.747 -0.70
H 28.169920 -20.782960 11.888030 -0.880 -0.475 0.189 0.27
H 28.223720 -20.953500 10.153500 0.541 0.025 -0.189 0.29
H 29.355310 -21.862860 11.311080 0.329 0.048 -0.651 0.26
H 28.504860 -23.707940 9.559780 0.312 -0.664 0.525 0.45
H 27.174890 -22.820280 9.049610 -0.573 0.035 -0.311 0.34
H 26.938360 -25.294570 10.856020 0.251 -0.138 0.244 0.35
H 26.503220 -25.221230 9.164960 -0.312 0.022 -0.133 0.29
H 25.108210 -23.386310 11.103460 0.605 0.003 0.073 0.31
H 24.702240 -25.474600 12.100680 0.400 -0.451 0.179 0.33
H 24.273810 -26.222990 10.553610 0.193 0.350 -0.476 0.40
H 22.185110 -25.438750 11.699220 0.241 -0.656 0.261 0.46
H 22.444490 -24.314170 10.442040 0.239 -0.062 -0.618 0.31
H 21.318730 -24.064820 13.552470 -0.018 -0.022 0.253 0.30
H 20.862680 -23.060700 12.201010 -0.074 0.176 -0.234 0.22
H 21.791800 -22.342580 13.533430 0.398 -0.178 -0.169 0.30
C 18.609190 -14.710300 9.870720 -0.610 -1.983 -0.142 -0.70
O 18.789820 -16.154240 9.858500 -0.077 1.562 -1.389 -0.27
C 19.325670 -16.643220 11.034960 0.259 -1.327 0.661 -0.40
C 19.643200 -18.145370 10.861120 -0.695 0.036 -0.426 -0.99
N 18.496700 -19.067140 10.841710 -1.063 1.094 -0.472 -0.29
C 17.527740 -18.773670 9.711480 -0.287 -2.254 1.817 -0.49
C 16.789760 -20.153370 9.427470 0.731 2.210 -0.278 -0.70
O 17.797290 -21.078510 9.093700 0.563 0.400 -0.150 -0.30
C 17.362980 -22.388170 8.925680 -1.271 -0.370 0.004 -0.81
H 18.292110 -14.500890 8.849100 0.531 0.468 0.021 0.24
H 19.507800 -14.217240 10.241510 -0.016 0.200 -0.308 0.30
H 17.746120 -14.477250 10.494340 0.057 0.196 0.397 0.24
H 18.591450 -16.419700 11.808950 0.166 -0.336 0.690 0.22
H 20.281690 -16.183790 11.286070 0.067 0.388 0.088 0.44
H 20.351180 -18.491900 11.613960 -0.045 0.192 0.082 0.55
H 20.080380 -18.270350 9.870490 0.743 0.501 -0.128 0.43
H 18.875000 -19.983760 10.649840 -0.010 -0.155 0.004 0.23
H 17.978250 -18.349740 8.814030 0.239 -0.247 -0.082 0.33
H 16.770820 -18.074690 10.067280 0.050 0.117 -0.030 0.28
H 16.097530 -19.908670 8.621840 -0.009 -0.499 -0.693 0.43
H 16.131570 -20.456000 10.241900 0.436 -0.246 0.515 0.40
H 16.988550 -22.779930 9.871420 0.040 -0.249 0.190 0.33
H 18.098700 -23.078190 8.512530 0.432 0.512 0.172 0.23
H 16.519520 -22.386600 8.235270 -0.253 -0.190 -0.242 0.33
C 15.831550 -12.328160 14.583160 -0.523 0.147 -0.491 -0.60
O 14.678500 -12.802410 15.198650 -1.293 -0.752 0.984 -0.35
C 14.855800 -13.649710 16.334260 1.265 -0.613 0.197 -0.56
C 15.554470 -15.054820 16.131200 -0.735 0.455 -0.643 -0.83
N 14.747950 -16.069910 15.397810 0.158 0.614 0.650 -0.24
C 14.394050 -15.682210 14.026880 0.566 0.056 1.035 -0.39
C 13.773400 -16.803290 13.233360 -1.074 0.772 -0.561 -0.56
O 12.399490 -16.989760 13.588870 -0.075 -0.403 0.384 -0.36
C 11.709460 -17.963140 12.787130 0.432 1.128 0.848 -0.70
H 15.446380 -11.682690 13.793780 0.217 -0.046 -0.269 0.20
H 16.351070 -13.176770 14.138120 0.702 0.313 0.059 0.24
H 16.412840 -11.674710 15.233700 0.477 -0.381 0.212 0.31
H 13.905340 -13.789770 16.849130 -0.395 -0.087 -0.591 0.34
H 15.435990 -13.121370 17.090790 0.466 0.217 0.030 0.43
H 15.790190 -15.444520 17.121490 -0.232 -0.040 0.086 0.41
H 16.534610 -14.993260 15.658290 0.006 0.343 -0.194 0.38
H 13.911380 -16.150210 15.958000 -0.357 -0.459 -0.128 0.24
H 15.352320 -15.367020 13.613990 0.080 -0.286 -0.616 0.19
H 13.785380 -14.779800 13.969670 -0.411 -0.020 0.022 0.36
H 14.332550 -17.736510 13.300850 0.091 -0.072 -0.075 0.35
H 13.689890 -16.399660 12.224300 0.682 -0.403 -0.626 0.38
H 10.678280 -17.925650 13.138340 0.084 -0.347 0.091 0.24
H 12.168040 -18.942350 12.924850 -0.167 -0.157 -0.176 0.27
H 11.687600 -17.650560 11.743140 0.273 -0.129 -0.282 0.29
```
Forces are in eV/Å.

energy relative to the best compared isomer or geometry (same formula, charge and spin): 102.0 kcal per mole
E_HOMO: 0.0217 Ha
charge: -2
electronic energy: -61994.217 eV
LUMO energy: 3.334 eV
spin multiplicity: 1
max |F|: 0.1175 hartree/bohr